{
  "formula": "C32H35IN6OTm",
  "method": "the ωB97M-V functional and the def2-TZVPD basis",
  "species": ["Tm", "C", "C", "C", "C", "C", "C", "C", "C", "C", "C", "H", "H", "H", "H", "H", "H", "H", "H", "H", "H", "H", "H", "H", "H", "N", "C", "N", "C", "N", "N", "C", "C", "C", "C", "C", "C", "N", "C", "C", "C", "C", "C", "C", "H", "H", "H", "H", "H", "H", "H", "H", "H", "H", "H", "I", "C", "C", "C", "C", "C", "N", "H", "H", "H", "H", "C", "C", "C", "O", "H", "H", "H", "H", "H", "H"],
  "coordinates": [[-0.6109, -0.0729, -0.1767], [0.0491, -3.6307, 3.5305], [0.2699, -3.0562, 2.1488], [0.4937, -4.2095, 1.1936], [-0.8405, -2.0396, 1.8350], [-0.8560, -0.8555, 2.5467], [-1.8899, 0.0741, 2.4459], [-2.9427, -0.1318, 1.5593], [-4.1877, 0.7106, 1.5086], [-2.8783, -1.2769, 0.7420], [-1.9247, -2.2525, 0.9591], [0.9221, -4.1889, 3.7800], [-0.7901, -4.3690, 3.5238], [0.1034, -2.8732, 4.3792], [1.2227, -2.4874, 2.1720], [1.4707, -4.6827, 1.3930], [0.5595, -3.8717, 0.2117], [-0.2509, -4.9885, 1.4109], [-0.0126, -0.5375, 3.1439], [-1.9061, 0.8868, 3.1270], [-4.3128, 1.1828, 0.6026], [-4.1750, 1.4834, 2.2822], [-5.0741, 0.0695, 1.6837], [-3.6466, -1.3053, -0.0536], [-1.8545, -3.0729, 0.3055], [1.9711, 3.1438, 2.2185], [1.0330, 2.4713, 1.6472], [1.1863, 1.3349, 0.9586], [2.4829, 1.0648, 0.5734], [2.7453, 0.0482, -0.1835], [1.6697, -0.6558, -0.6469], [1.9378, -1.7382, -1.2363], [0.8142, -2.4701, -1.8305], [1.2117, -3.4769, -2.6830], [0.2071, -4.2056, -3.3780], [-1.1008, -3.8619, -3.1400], [-1.3857, -2.8561, -2.1462], [-0.4518, -2.1198, -1.5775], [3.5665, 1.7326, 1.2082], [4.9176, 1.3271, 1.0779], [5.8877, 1.9815, 1.8655], [5.6019, 3.0636, 2.6481], [4.2998, 3.4557, 2.7960], [3.2973, 2.8072, 2.0578], [1.8648, 3.9492, 2.7984], [0.0076, 2.8000, 1.8474], [2.9480, -2.0400, -1.3940], [2.2219, -3.6421, -2.8495], [0.3815, -5.0834, -4.0011], [-1.9267, -4.4239, -3.5512], [-2.4595, -2.5756, -1.9491], [5.2017, 0.4690, 0.4722], [6.8885, 1.6247, 1.9075], [6.3892, 3.4754, 3.2582], [4.0249, 4.2635, 3.4509], [-3.6206, 0.3475, -2.4603], [-1.8125, 0.6762, -3.3523], [-1.6955, 0.8110, -4.7355], [-0.4572, 0.9923, -5.3335], [0.6360, 1.1316, -4.4995], [0.4131, 0.9704, -3.1192], [-0.7182, 0.6974, -2.5307], [-2.5719, 0.6444, -5.3327], [-0.5017, 0.9059, -6.3895], [1.6324, 1.1513, -4.8485], [1.3280, 0.8264, -2.5502], [-2.5761, 3.8229, 1.1062], [-2.0870, 3.1582, -0.1371], [-2.5931, 3.7511, -1.4272], [-1.4696, 2.0558, -0.0570], [-1.9426, 4.6374, 1.3829], [-2.6027, 3.1044, 1.9654], [-3.5831, 4.2673, 1.0610], [-2.8340, 4.8197, -1.2707], [-3.4726, 3.2319, -1.7689], [-1.8416, 3.6293, -2.1767]],
  "lowdin_spin": [2.02, 0.00, 0.00, 0.00, 0.00, 0.00, 0.00, 0.00, 0.00, 0.00, 0.00, 0.00, 0.00, 0.00, 0.00, 0.00, 0.00, 0.00, 0.00, 0.00, 0.00, 0.00, 0.00, 0.00, 0.00, 0.00, 0.00, 0.00, 0.00, 0.00, 0.00, 0.00, 0.00, 0.00, 0.00, 0.00, 0.00, 0.00, 0.00, 0.00, 0.00, 0.00, 0.00, 0.00, 0.00, 0.00, 0.00, 0.00, 0.00, 0.00, 0.00, 0.00, 0.00, 0.00, 0.00, 0.00, 0.00, 0.00, 0.00, 0.00, 0.00, 0.00, 0.00, 0.00, 0.00, 0.00, 0.00, 0.00, 0.00, 0.00, 0.00, 0.00, 0.00, 0.00, 0.00, 0.00],
  "molar_mass_g_mol": 815.51,
  "total_charge": 3,
  "spin_multiplicity": 3,
  "total_energy_ha": -3026.288441,
  "de_lowest_kcal_mol": 4.3,
  "orbital_gap_ev": [7.350, 7.351],
  "s_squared": 2.00
}